C14H30N3OPPbSSi | the ωB97M-V functional and the def2-TZVPD basis

As for the spin multiplicity: 1. Its relative energy (zero: lowest compared OMol25 entry of this formula, charge and spin) is 0.00 kcal/mol.

Positions of all 52 atoms, in Å:
Pb -0.1577 -1.4932 -0.0690
Si 0.4840 -2.5485 -2.6740
P 0.6521 0.0725 -2.3498
N -1.6706 0.0823 -0.0293
H 1.2591 2.0459 3.1935
C 0.5208 1.6284 -1.3672
H 0.6264 2.5291 -2.0015
H 1.2709 1.6665 -0.5669
H -0.4778 1.6181 -0.8907
C 2.1040 0.4502 -3.4104
H 1.8935 1.2518 -4.1341
H 2.3668 -0.4588 -3.9638
H 2.9630 0.7410 -2.7918
C -0.7349 0.3978 -3.4993
H -0.5326 1.2983 -4.0967
H -1.6562 0.5222 -2.9180
H -0.8435 -0.4657 -4.1657
C 2.0832 -3.4454 -2.3255
H 2.3824 -3.4013 -1.2730
H 2.8596 -3.0002 -2.9527
H 1.9358 -4.4916 -2.6226
H -0.5749 -3.6239 -2.6963
H 0.6446 -2.1192 -4.0771
C -2.9566 0.0562 -0.3222
C -5.2083 1.0069 0.0223
C -3.8367 1.0927 0.1876
C -3.5715 -0.9662 -1.1436
C -4.9437 -1.0219 -1.2905
C -5.7795 -0.0353 -0.7390
H -5.8731 1.7577 0.4585
H -3.4058 1.9147 0.7722
H -2.9271 -1.7280 -1.5917
H -5.3775 -1.8360 -1.8707
H -6.8616 -0.1031 -0.8804
C 2.6197 0.3361 1.7336
O 1.4090 0.0526 1.9131
C 3.4822 1.0604 2.7197
H 4.4687 0.5631 2.7773
H 3.0451 1.0789 3.7211
H 3.6663 2.0894 2.3594
C 3.3511 -0.1007 0.4964
H 4.1323 0.6298 0.2542
H 2.7309 -0.2448 -0.4038
H 3.8434 -1.0583 0.7112
N 0.3954 1.2971 6.2273
C 0.1156 1.0736 4.9359
N -0.2154 -0.1622 4.5444
S 0.1134 2.4412 3.8512
H 0.2358 0.5851 6.9328
H 0.5803 2.2464 6.5237
H -0.2879 -0.3840 3.5503
H -0.3426 -0.8974 5.2316

Cartesian forces (eV/Å) of the 2 atoms listed first:
Pb -0.84 0.39 -1.10
Si -1.99 -1.67 0.93

Let us look at the Löwdin charges, expressed in e, one per atom: atom 1 (Pb): 0.849, atom 2 (Si): 0.203, atom 3 (P): 0.543, atom 4 (N): -0.279, atom 5 (H): -0.104, atom 6 (C): -0.330, atom 7 (H): 0.037, atom 8 (H): 0.009, atom 9 (H): 0.001, atom 10 (C): -0.278, atom 11 (H): 0.044, atom 12 (H): 0.018, atom 13 (H): 0.032, atom 14 (C): -0.269, atom 15 (H): 0.049, atom 16 (H): 0.040, atom 17 (H): 0.017, atom 18 (C): -0.367, atom 19 (H): -0.010, atom 20 (H): 0.002, atom 21 (H): 0.011, atom 22 (H): -0.126, atom 23 (H): -0.078, atom 24 (C): -0.545, atom 25 (C): -0.155, atom 26 (C): -0.091, atom 27 (C): -0.105, atom 28 (C): -0.150, atom 29 (C): -0.164, atom 30 (H): 0.083, atom 31 (H): 0.078, atom 32 (H): 0.069, atom 33 (H): 0.088, atom 34 (H): 0.073, atom 35 (C): -0.476, atom 36 (O): -0.143, atom 37 (C): -0.042, atom 38 (H): 0.102, atom 39 (H): 0.065, atom 40 (H): 0.109, atom 41 (C): -0.042, atom 42 (H): 0.090, atom 43 (H): 0.032, atom 44 (H): 0.106, atom 45 (N): 0.136, atom 46 (C): -0.723, atom 47 (N): 0.184, atom 48 (S): 0.915, atom 49 (H): 0.132, atom 50 (H): 0.113, atom 51 (H): 0.109, atom 52 (H): 0.138

C10H21Br2ClCsF6MgN2NaO7S | the ωB97M-V functional and the def2-TZVPD basis

As for the spin multiplicity: 1. The total energy is -8017.09258 hartree.

Positions of all 53 atoms, in Å:
C 2.4519 -0.3550 -3.6652
C 1.5266 -0.8464 -4.9510
F 0.4617 -1.8347 -4.5533
O 1.0274 0.2554 -5.7872
C 0.1275 1.1579 -5.0547
O -0.0879 2.3857 -5.6037
N -0.5494 0.8881 -3.7297
F -0.2330 1.8816 -2.8553
S -2.2815 0.7177 -3.8700
O -2.8962 1.2919 -5.1688
O -2.8992 1.5660 -2.6907
C -2.9316 -1.0246 -3.6480
F -2.0011 -1.9549 -2.9515
F -3.3636 -1.5596 -4.9920
F -4.1409 -0.9200 -2.7485
H 2.9988 -1.3306 -3.2589
H 3.2902 0.4110 -3.9486
H 1.7598 0.0076 -2.7671
H 2.2707 -1.4730 -5.6432
Cs -2.8409 3.4082 -1.2524
O -7.0417 -1.1914 -2.2418
H -6.1255 -0.9896 -1.9994
H -7.0555 -1.0942 -3.2059
Br -7.2555 -2.7412 -4.3796
F 1.5445 3.7963 -5.5546
Na 2.1445 2.3323 -3.6466
Mg -1.7555 -2.5138 -5.8735
C 3.4800 0.2624 5.7166
O 3.3552 -0.4252 4.4790
C 2.7197 -1.7025 4.6148
C 1.3626 -1.6965 3.8940
N 0.3926 -0.8564 4.6039
C -0.8427 -0.6239 3.8489
C -0.7258 0.1998 2.5513
O -0.3658 1.5664 2.7663
C 1.0350 1.8016 2.8285
H 4.0606 1.1722 5.5446
H 2.4988 0.5465 6.1028
H 4.0112 -0.3531 6.4511
H 2.6154 -2.0058 5.6637
H 3.3727 -2.4321 4.1237
H 0.9799 -2.7218 3.8371
H 1.5249 -1.3298 2.8764
H 0.8202 0.0444 4.8081
H -1.5251 -0.0937 4.5236
H -1.3119 -1.5884 3.6235
H -1.7230 0.2264 2.0955
H -0.0712 -0.2690 1.8087
H 1.6045 1.1113 2.1999
H 1.3776 1.7487 3.8627
H 1.2215 2.8202 2.4769
Br -1.1555 1.5378 4.7121
Cl 5.1445 2.7897 6.0275

Cartesian forces (eV/Å) of the 2 atoms listed first:
C -0.96 -1.42 0.78
C 1.99 -0.96 -0.69

Let us look at the Löwdin charges, expressed in e, one per atom: atom 1 (C): -0.025, atom 2 (C): -0.237, atom 3 (F): -0.206, atom 4 (O): 0.000, atom 5 (C): -0.310, atom 6 (O): 0.055, atom 7 (N): -0.147, atom 8 (F): -0.064, atom 9 (S): 0.872, atom 10 (O): -0.273, atom 11 (O): -0.854, atom 12 (C): -0.299, atom 13 (F): -0.027, atom 14 (F): -0.202, atom 15 (F): 0.010, atom 16 (H): 0.128, atom 17 (H): 0.104, atom 18 (H): 0.100, atom 19 (H): 0.191, atom 20 (Cs): 1.246, atom 21 (O): -0.256, atom 22 (H): -0.020, atom 23 (H): -0.203, atom 24 (Br): -0.237, atom 25 (F): -0.577, atom 26 (Na): 0.588, atom 27 (Mg): 0.847, atom 28 (C): -0.176, atom 29 (O): -0.204, atom 30 (C): -0.201, atom 31 (C): -0.185, atom 32 (N): -0.042, atom 33 (C): -0.378, atom 34 (C): -0.247, atom 35 (O): -0.459, atom 36 (C): -0.077, atom 37 (H): -0.141, atom 38 (H): 0.078, atom 39 (H): 0.095, atom 40 (H): 0.127, atom 41 (H): 0.121, atom 42 (H): 0.128, atom 43 (H): 0.103, atom 44 (H): 0.031, atom 45 (H): -0.090, atom 46 (H): 0.147, atom 47 (H): 0.130, atom 48 (H): 0.125, atom 49 (H): 0.107, atom 50 (H): 0.074, atom 51 (H): 0.108, atom 52 (Br): 0.987, atom 53 (Cl): -0.364